(1)
A molecular structure, C27H72Br4N9O9 at a distorted geometry. Source: the Open Molecules 2025 dataset; level of theory: ωB97M-V/def2-TZVPD.

Results
* Kohn-Sham gap: 7.60 eV
* molar mass: 986.543 g mol⁻¹
* LUMO: -0.305 Eh
* net charge: +5
* spin multiplicity: 1

```
121
Properties=species:S:1:pos:R:3:lowdin_charge:R:1
C -4.7493 3.7021 7.0391 0.04
C -3.7173 2.6542 6.7525 -0.34
O -3.4574 1.5648 7.2171 0.16
N -2.7099 3.0967 5.6503 0.07
H -2.9643 2.6154 4.7804 0.18
H -2.7893 4.1148 5.5087 0.17
C -1.2871 2.9652 6.1205 0.00
H -5.3211 3.5378 7.9919 0.14
H -5.4242 3.5690 6.1904 0.12
H -4.4057 4.6915 7.1127 0.08
H -0.7357 2.9658 5.1781 0.09
H -1.0318 1.9603 6.5721 0.13
H -1.0082 3.8364 6.7309 0.12
C 1.6965 -7.3953 -5.1763 0.03
C 0.8666 -8.0668 -6.1615 -0.43
O -0.1371 -7.7633 -6.6394 0.24
N 1.5380 -9.4837 -6.5378 0.09
H 2.2046 -9.8511 -5.8554 0.17
H 0.8245 -10.2088 -6.6242 0.18
C 2.1117 -9.1939 -7.9513 0.04
H 1.4812 -7.9577 -4.2681 0.12
H 1.3497 -6.3678 -5.1086 0.11
H 2.7681 -7.4036 -5.3698 0.11
H 1.2452 -9.1440 -8.5901 0.10
H 2.7649 -10.0607 -8.2825 0.13
H 2.7738 -8.3354 -7.9031 0.10
C 8.5866 1.7294 -1.8390 0.03
C 9.5694 1.2739 -0.8466 -0.48
O 10.4896 0.5373 -1.1027 0.17
N 9.5897 1.8076 0.4796 0.11
H 8.6694 1.9890 0.9372 0.03
H 10.0099 1.0265 0.9667 0.17
C 10.5977 3.0573 0.4936 0.10
H 7.8435 2.5321 -1.5207 0.12
H 8.0532 0.8630 -2.2112 0.10
H 9.1472 2.1000 -2.7094 0.12
H 11.4066 2.8526 -0.2396 0.12
H 11.0676 3.2045 1.4375 0.09
H 10.0729 3.9240 0.1964 0.08
C -0.3463 -3.5793 6.7963 0.03
C 0.5444 -2.9575 7.7621 -0.42
O 0.8838 -1.8124 7.8392 0.18
N 1.1627 -3.9183 8.7388 0.10
H 0.9556 -4.8834 8.5239 0.17
H 2.1650 -3.6899 8.7275 0.19
C 0.6653 -3.7126 10.1854 0.06
H -0.7795 -4.5038 7.1250 0.09
H 0.2440 -3.7231 5.8915 0.12
H -1.1604 -2.9130 6.4002 0.14
H 1.2371 -4.4083 10.8322 0.12
H -0.3537 -4.0176 10.1814 0.10
H 0.8279 -2.6931 10.5626 0.12
C -3.1427 3.3073 -5.0508 0.00
C -1.7909 2.8525 -4.6582 -0.42
O -1.1847 3.0422 -3.6005 0.11
N -1.1928 1.8987 -5.5860 -0.04
H -1.5071 0.8808 -5.2859 -0.13
H -1.5156 2.0313 -6.5300 0.16
C 0.3141 1.8572 -5.6204 0.00
H -3.5014 3.8925 -4.1894 0.10
H -3.7486 2.3860 -5.1880 0.06
H -3.1577 3.8889 -5.9331 0.09
H 0.7424 1.5908 -4.6531 0.07
H 0.6437 2.8162 -5.9965 0.11
H 0.4166 1.0336 -6.3116 0.09
C -9.2080 1.0615 -4.4094 0.02
C -8.6962 2.1418 -3.5244 -0.40
O -9.2088 2.6627 -2.5786 0.18
N -7.3518 2.6954 -3.9889 0.01
H -6.6004 2.0434 -3.6148 -0.06
H -7.2956 2.6144 -5.0227 0.18
C -7.1867 4.1044 -3.6255 0.00
H -8.6048 0.1620 -4.6424 0.11
H -9.5048 1.5695 -5.3271 0.11
H -10.1866 0.7253 -3.9754 0.13
H -6.2165 4.4688 -3.8892 0.09
H -7.2531 4.1505 -2.5313 0.11
H -7.9856 4.6627 -4.0793 0.11
C -3.0752 -2.3107 -1.2803 0.00
C -4.2460 -2.9546 -1.9844 -0.36
O -5.0181 -3.8105 -1.6482 0.17
N -4.4077 -2.3234 -3.3950 -0.03
H -4.4696 -1.2374 -3.2896 -0.10
H -3.5638 -2.5324 -3.9584 0.10
C -5.6173 -2.7563 -4.0829 -0.03
H -3.4305 -1.4945 -0.6297 0.10
H -2.4023 -1.8770 -2.0152 -0.01
H -2.6385 -3.1713 -0.7280 0.12
H -5.8005 -1.9572 -4.7777 0.08
H -6.3064 -3.0707 -3.3100 0.10
H -5.3743 -3.5914 -4.7445 0.11
C 1.1455 0.4508 -1.8395 0.01
C 0.4223 1.3508 -0.9225 -0.41
O 0.6324 2.4839 -0.6240 0.17
N -0.8425 0.7078 -0.3547 0.00
H -1.0108 -0.0478 -1.0710 0.14
H -0.5110 0.2144 0.5088 -0.06
C -1.9637 1.6589 -0.0647 -0.03
H 1.2223 -0.4875 -1.3122 0.10
H 2.1321 0.8757 -1.9479 0.11
H 0.6647 0.2472 -2.7983 0.01
H -2.1797 2.0362 -1.1006 0.10
H -1.5499 2.4835 0.5043 0.08
H -2.7809 1.1934 0.4606 0.08
C 5.0142 4.7826 3.9677 0.01
C 4.9216 3.9011 5.1629 -0.44
O 4.0808 3.7946 5.9910 0.17
N 6.1079 3.0650 5.3216 0.03
H 6.3429 2.6879 4.3660 -0.08
H 6.8907 3.6409 5.6885 0.21
C 5.9374 1.7851 6.0905 0.01
H 5.0801 4.2006 3.0439 0.03
H 5.8866 5.4485 3.9597 0.11
H 4.0992 5.3719 3.9149 0.10
H 6.1457 0.9224 5.5589 0.06
H 4.9280 1.7874 6.4917 0.09
H 6.6044 1.8000 6.9721 0.12
Br -1.4295 -0.7616 -4.3833 0.10
Br -4.9018 0.7694 -3.0247 0.05
Br 6.4399 1.8575 2.3654 -0.18
Br -0.2904 0.1994 2.7464 -0.44
```

(2)
9 unconnected molecules or ions with the total composition C27H72O27S9 at a distorted geometry. Source: the Open Molecules 2025 dataset; level of theory: ωB97M-V/def2-TZVPD.

Results
* Kohn-Sham gap: 10.98 eV
* molar mass: 1117.449 g mol⁻¹
* structure (SMILES): CCOS(C)(=O)=O.CCOS(C)(=O)=O.CCOS(C)(=O)=O.CCOS(C)(=O)=O.CCOS(C)(=O)=O.CCOS(C)(=O)=O.CCOS(C)(=O)=O.CCOS(C)(=O)=O.CCOS(C)(=O)=O
* LUMO: 0.005 Eh
* ΔE to the lowest compared entry with this formula, charge and spin: 128.0 kcal per mole
* net charge: 0
* spin multiplicity: 1

```
135
Properties=species:S:1:pos:R:3:lowdin_charge:R:1
O -4.0298 -0.1480 6.5887 -0.28
S -4.0265 1.0328 7.4117 0.66
O -4.6155 1.0299 8.7651 -0.29
O -2.4722 1.5872 7.5193 -0.24
C -1.7534 1.6925 6.3430 -0.33
C -0.4376 0.9304 6.4150 -0.05
C -4.6730 2.4448 6.5975 -0.12
H -1.4858 2.7328 6.1575 0.12
H -2.3044 1.3556 5.4649 0.10
H 0.2827 1.3891 5.7376 0.07
H -0.6406 -0.0610 6.0098 0.05
H 0.1372 0.9836 7.3395 0.09
H -4.0857 2.7548 5.7331 0.07
H -4.7794 3.3145 7.2458 0.08
H -5.6734 2.0653 6.3899 0.07
O -2.7517 1.1159 0.1262 -0.32
S -3.4244 0.4899 -1.0467 0.71
O -4.7986 0.8627 -1.3130 -0.29
O -2.5268 0.9468 -2.4096 -0.31
C -2.9814 0.4877 -3.7032 -0.25
C -1.7049 -0.0430 -4.4136 -0.06
C -3.1822 -1.3698 -1.0709 -0.07
H -3.3282 1.3110 -4.3277 0.12
H -3.7918 -0.2152 -3.5102 0.10
H -0.9400 0.7309 -4.4770 0.07
H -1.9567 -0.1977 -5.4628 0.07
H -1.3352 -0.9650 -3.9648 0.07
H -3.8317 -1.8205 -0.3205 0.05
H -2.1842 -1.6115 -0.7055 0.06
H -3.2642 -1.8684 -2.0367 0.07
O -0.6440 -2.4006 7.1297 -0.30
S -0.6952 -3.5853 6.2714 0.71
O -1.5315 -3.5215 5.0559 -0.33
O 0.8847 -3.8491 5.8446 -0.27
C 1.3765 -2.9073 4.9069 -0.29
C 2.8872 -2.7618 5.0101 -0.05
C -1.0223 -5.1609 7.2641 -0.07
H 0.9412 -1.9722 5.2594 0.08
H 0.8717 -3.0962 3.9595 0.12
H 3.2770 -2.9312 6.0138 0.09
H 3.3050 -1.7907 4.7448 0.06
H 3.4070 -3.4417 4.3350 0.08
H -0.0840 -5.4068 7.7612 0.06
H -1.2977 -5.9077 6.5194 0.06
H -1.7944 -5.1028 8.0313 0.07
O 1.0510 -0.4523 3.2806 -0.31
S -0.1162 0.0672 2.5712 0.71
O -0.5062 1.4662 2.6909 -0.30
O 0.0614 -0.4339 0.9835 -0.24
C 0.6588 0.5486 0.2203 -0.35
C 1.0116 0.1873 -1.1706 -0.05
C -1.6941 -1.0055 2.9599 -0.05
H 1.5335 0.9545 0.7286 0.12
H -0.0949 1.3324 0.1444 0.09
H 1.7142 -0.6447 -1.2190 0.06
H 1.4687 1.0005 -1.7344 0.07
H 0.1419 -0.1158 -1.7536 0.07
H -1.7281 -1.3349 3.9984 0.03
H -1.7798 -1.8110 2.2306 0.06
H -2.5449 -0.3678 2.7196 0.05
O 3.0573 -2.4015 0.6490 -0.29
S 4.3767 -1.7529 0.7457 0.68
O 5.6087 -2.4364 0.4217 -0.30
O 4.3060 -0.3420 -0.1798 -0.31
C 5.4078 0.5639 -0.3212 -0.24
C 4.9609 1.7797 -1.2210 -0.04
C 4.5358 -1.0500 2.4336 -0.10
H 6.2132 -0.0416 -0.7371 0.12
H 5.6399 0.8968 0.6904 0.10
H 4.7555 1.3110 -2.1834 0.06
H 5.7347 2.5231 -1.4127 0.08
H 4.0319 2.2723 -0.9339 0.07
H 5.5165 -0.6118 2.6186 0.07
H 4.3556 -1.9047 3.0857 0.03
H 3.7437 -0.3025 2.3893 0.06
O 6.1121 3.2480 -7.0538 -0.30
S 4.9399 2.9495 -7.8883 0.65
O 5.0557 2.2009 -9.0867 -0.28
O 3.8592 2.0609 -6.9943 -0.26
C 3.5638 2.4436 -5.6722 -0.29
C 2.5822 1.6019 -4.9239 -0.06
C 3.9298 4.4711 -8.1544 -0.09
H 3.0570 3.4083 -5.6441 0.10
H 4.4896 2.4422 -5.0967 0.12
H 2.7467 0.5298 -5.0316 0.06
H 1.5471 1.7021 -5.2503 0.07
H 2.5066 1.7707 -3.8497 0.07
H 4.4383 5.0762 -8.9049 0.07
H 3.8930 4.9693 -7.1856 0.06
H 2.9713 4.0927 -8.5096 0.07
O 1.1549 -2.9638 -8.1479 -0.31
S 1.4168 -1.6025 -7.6584 0.70
O 0.2789 -0.7665 -7.1855 -0.34
O 2.4927 -1.6824 -6.4195 -0.27
C 2.2467 -2.5902 -5.3366 -0.25
C 3.0164 -2.1721 -4.0365 -0.06
C 2.3496 -0.6833 -9.0189 -0.06
H 2.5201 -3.6370 -5.4689 0.11
H 1.2115 -2.6630 -5.0031 0.11
H 2.9583 -3.0068 -3.3380 0.08
H 2.5700 -1.3126 -3.5365 0.05
H 4.0923 -2.0047 -4.0863 0.08
H 2.9484 -1.4794 -9.4614 0.06
H 2.9088 0.2068 -8.7305 0.05
H 1.5819 -0.6050 -9.7887 0.07
O -5.0533 -2.7772 2.0562 -0.33
S -6.0799 -2.4670 3.0637 0.71
O -7.4907 -2.2964 2.7282 -0.29
O -5.9540 -3.6345 4.2736 -0.26
C -4.9034 -4.5367 4.3807 -0.31
C -5.0178 -5.1530 5.7632 -0.07
C -5.5523 -0.9577 4.0512 -0.09
H -3.9332 -4.0522 4.4903 0.09
H -4.8512 -5.2914 3.5960 0.13
H -6.0565 -5.4570 5.8927 0.08
H -4.8634 -4.4823 6.6084 0.08
H -4.3721 -6.0158 5.9272 0.08
H -6.2684 -0.9664 4.8730 0.06
H -5.7587 -0.0824 3.4353 0.07
H -4.5442 -1.1156 4.4346 0.04
O 0.6361 6.9686 -3.8046 -0.28
S 0.4827 5.5475 -3.6962 0.68
O 1.6620 4.6729 -3.6606 -0.32
O -0.5523 5.2694 -2.3722 -0.25
C -0.4952 3.9852 -1.7492 -0.29
C -1.3870 3.9270 -0.4986 -0.04
C -0.5923 4.9059 -5.0292 -0.10
H 0.5496 3.7951 -1.5035 0.10
H -0.6513 3.1154 -2.3873 0.10
H -2.2646 3.3053 -0.6762 0.05
H -1.5612 4.9494 -0.1634 0.08
H -0.9308 3.4886 0.3890 0.07
H -0.1496 5.2258 -5.9725 0.07
H -1.6126 5.2844 -4.9682 0.07
H -0.6172 3.8235 -4.9028 0.05
```

Question: Which of these has the lowest molar mass?
Answer: C27H72Br4N9O9